# 1
Computed, not measured: C5H7NO in the gas phase in a non-equilibrium geometry, with ωB97M-V/def2-TZVPD.

Output
- E_LUMO (eV) = 1.0
- 2S+1 = 1
- strongest force on any atom (eV Å⁻¹) = 2.40
- Kohn-Sham gap (Eh) = 0.330
- HOMO (eV) = -7.99

Geometry (Å):
C -2.227 0.155 0.132
C -0.795 -0.032 -0.162
C -0.208 -1.217 -0.378
O 1.129 -1.091 -0.362
C 1.381 0.300 0.020
N 2.744 0.451 0.088
C 0.221 0.977 -0.045
H -2.320 0.651 1.104
H -2.701 -0.828 0.192
H -2.720 0.757 -0.633
H -0.678 -2.190 -0.445
H 2.986 -0.387 -0.425
H 3.190 0.417 0.999
H -0.003 2.036 -0.086

***

# 2
Computed, not measured: a 2-piece molecular cluster, C5H7NO overall in a non-equilibrium geometry, with ωB97M-V/def2-TZVPD.

Output
- E_LUMO (alpha / beta) (eV) = 0.3 / 0.1
- 2S+1 = 1
- strongest force on any atom (eV Å⁻¹) = 7.71
- Kohn-Sham gap (alpha / beta) (Eh) = 0.289 / 0.278
- HOMO (alpha / beta) (eV) = -7.58 / -7.48

Geometry (Å):
C -1.600 0.774 0.381
C -0.680 0.192 1.180
C 2.351 -0.254 0.140
C 1.595 -1.216 -0.043
C -2.061 -0.268 -0.668
N -0.393 -1.084 0.802
O -1.341 -1.473 -0.203
H -2.322 1.668 0.530
H -0.010 0.555 1.889
H 3.446 -0.390 0.023
H 1.857 0.536 0.634
H 1.665 -2.299 -0.280
H -3.181 -0.576 -0.418
H -1.979 -0.042 -1.680

***

# 3
Computed, not measured: C5H7NO in the gas phase in a non-equilibrium geometry, with ωB97M-V/def2-TZVPD.

Output
- E_LUMO (eV) = 1.0
- 2S+1 = 1
- strongest force on any atom (eV Å⁻¹) = 4.01
- Kohn-Sham gap (Eh) = 0.325
- HOMO (eV) = -7.83

Geometry (Å):
C 0.243 -0.463 -1.960
C -0.070 0.103 -0.826
C -0.359 -0.459 0.477
N -0.799 -1.748 0.643
C -0.116 0.517 1.353
C 0.300 1.699 0.601
O 0.206 1.404 -0.753
H 0.065 -1.513 -2.007
H 0.528 0.076 -2.844
H 1.470 1.785 0.647
H -0.651 -2.132 1.564
H -0.502 -2.409 -0.061
H -0.150 0.469 2.425
H -0.163 2.671 0.739

***

# 4
Computed, not measured: C5H7NO2 as an isolated structure, with ωB97M-V/def2-TZVPD.

Output
- E_LUMO (eV) = 0.6
- 2S+1 = 1
- strongest force on any atom (eV Å⁻¹) = 0.89
- Kohn-Sham gap (Eh) = 0.336
- HOMO (eV) = -8.51

Geometry (Å):
C 0.841 1.298 -0.392
C 0.000 -2.216 -0.134
N -1.481 0.750 0.510
C 1.607 -0.051 -0.275
C -0.334 0.400 -0.095
C 0.353 -0.775 -0.241
O -1.897 2.090 0.485
O 2.751 -0.286 0.013
H -1.255 2.585 1.003
H -2.300 0.149 0.436
H 1.109 2.038 0.372
H 0.844 1.773 -1.378
H -1.076 -2.344 -0.127
H 0.409 -2.632 0.788
H 0.430 -2.779 -0.967

***

# 5
Computed, not measured: a 2-piece molecular cluster, C5H7NO2 overall in a non-equilibrium geometry, with ωB97M-V/def2-TZVPD.

Output
- E_LUMO (eV) = 0.6
- 2S+1 = 1
- strongest force on any atom (eV Å⁻¹) = 1.24
- Kohn-Sham gap (Eh) = 0.328
- HOMO (eV) = -8.30

Geometry (Å):
C 0.875 2.136 0.495
C -1.837 -0.830 0.128
C 1.023 -0.569 -0.735
C 1.133 -0.326 0.546
C 1.036 0.987 1.151
O -1.931 -1.245 -1.126
N 1.092 -0.781 -1.924
O -1.889 -1.536 1.088
H -2.051 -2.211 -1.152
H 0.275 -0.963 -2.496
H 1.279 -1.166 1.202
H 1.105 0.987 2.232
H 0.804 2.173 -0.578
H -1.734 0.266 0.151
H 0.821 3.078 1.019

***

# 6
Computed, not measured: C5H7NO2 as an isolated structure in a non-equilibrium geometry, with ωB97M-V/def2-TZVPD.

Output
- E_LUMO (eV) = 0.8
- 2S+1 = 1
- strongest force on any atom (eV Å⁻¹) = 3.61
- Kohn-Sham gap (Eh) = 0.359
- HOMO (eV) = -8.98

Geometry (Å):
C 0.527 -1.204 0.355
C -0.205 -0.184 1.262
C 1.224 0.272 -0.019
C 0.178 0.998 -0.814
C -1.033 0.731 0.123
H -0.731 -1.326 -0.878
H 1.339 -1.640 0.945
H -0.698 -0.434 2.315
H 2.359 0.422 -0.064
H 0.377 1.879 -1.319
H -1.550 0.456 -1.963
H -1.749 1.467 0.423
N -0.945 0.087 -1.245
O -0.089 -2.091 -0.468
O 0.995 0.567 1.349

***

# 7
Computed, not measured: C5H7NO2 in the gas phase in a non-equilibrium geometry, with ωB97M-V/def2-TZVPD.

Output
- E_LUMO (eV) = 0.8
- 2S+1 = 1
- strongest force on any atom (eV Å⁻¹) = 2.60
- Kohn-Sham gap (Eh) = 0.426
- HOMO (eV) = -10.80

Geometry (Å):
C 0.918 1.723 1.094
C 0.679 0.451 0.458
C 0.305 0.674 -0.965
C -0.804 -1.351 -0.953
C -0.216 -0.497 1.204
H 1.622 -0.147 0.367
H -0.618 1.389 -1.053
H 1.112 1.167 -1.459
H -0.846 -2.191 -1.650
H -1.895 -0.875 -0.982
H 0.133 -0.856 2.169
H -1.207 -0.011 1.343
N 1.010 2.690 1.703
O 0.180 -0.528 -1.639
O -0.372 -1.637 0.363

***

# 8
Computed, not measured: C5H7NO2 as an isolated structure in a non-equilibrium geometry, with ωB97M-V/def2-TZVPD.

Output
- E_LUMO (eV) = 0.3
- 2S+1 = 1
- strongest force on any atom (eV Å⁻¹) = 7.74
- Kohn-Sham gap (Eh) = 0.354
- HOMO (eV) = -9.38

Geometry (Å):
C -1.273 -0.901 -0.174
C -1.670 0.707 0.105
C 0.597 0.402 -0.540
C 2.002 -0.349 -0.079
C 0.153 -0.959 0.128
H -2.008 0.807 1.287
H -2.312 1.167 -0.825
H 0.256 1.632 0.754
H 0.576 0.346 -1.739
H 2.739 -0.499 -0.944
H 2.058 0.035 1.074
H 0.103 -0.613 1.266
N -0.199 1.564 -0.106
O -2.303 -1.685 -0.242
O 1.281 -1.654 0.036

***

# 9
Computed, not measured: C5H7NO2 as an isolated structure in a non-equilibrium geometry, with ωB97M-V/def2-TZVPD.

Output
- E_LUMO (eV) = 0.9
- 2S+1 = 1
- strongest force on any atom (eV Å⁻¹) = 4.63
- Kohn-Sham gap (Eh) = 0.359
- HOMO (eV) = -8.89

Geometry (Å):
C 0.787 0.537 0.861
C 1.033 0.981 -0.639
C 0.222 1.844 0.600
C 0.404 -0.744 0.161
C -1.061 -0.864 -0.332
N -1.474 -2.139 -0.281
O 1.004 -1.793 0.461
O -1.684 0.050 -0.844
H 1.687 0.441 1.460
H -0.846 -2.816 0.130
H -2.343 -2.418 -0.705
H 2.060 1.242 -0.835
H 0.357 1.072 -1.474
H -0.823 1.908 0.351
H 0.677 2.698 1.086

***

# 10
Computed, not measured: C5H7NO2 in the gas phase in a non-equilibrium geometry, with ωB97M-V/def2-TZVPD.

Output
- E_LUMO (eV) = 0.8
- 2S+1 = 1
- strongest force on any atom (eV Å⁻¹) = 6.94
- Kohn-Sham gap (Eh) = 0.298
- HOMO (eV) = -7.34

Geometry (Å):
C 1.451 0.086 1.644
C -0.128 0.401 0.064
C 0.695 -0.549 0.674
C 0.232 1.668 0.792
C -1.236 0.324 -0.960
N 0.392 -1.892 0.432
O 1.190 1.453 1.694
O -0.282 2.935 0.639
H 2.380 -0.294 2.039
H -0.646 0.277 -1.911
H -1.672 -0.641 -0.592
H -1.850 1.183 -0.793
H 1.039 -2.572 0.814
H 0.055 -2.132 -0.523
H -0.347 3.469 1.458

***

# 11
Computed, not measured: C5H7NO2 in the gas phase in a non-equilibrium geometry, with ωB97M-V/def2-TZVPD.

Output
- E_LUMO (eV) = 0.9
- 2S+1 = 1
- strongest force on any atom (eV Å⁻¹) = 9.07
- Kohn-Sham gap (Eh) = 0.417
- HOMO (eV) = -10.49

Geometry (Å):
C 0.876 1.828 0.378
C 0.149 0.645 -0.307
C 0.263 -1.457 -0.271
C -0.773 -1.100 0.756
C -0.596 0.583 -1.492
H 1.750 2.333 -0.274
H 1.160 1.577 1.412
H -0.123 2.386 0.442
H -0.246 -1.760 -1.113
H 0.813 -2.336 0.191
H -1.769 -1.473 0.473
H -0.908 -1.368 1.916
N -1.037 0.345 -2.473
O 1.101 -0.507 -0.391
O -0.661 0.303 0.752

***

# 12
Computed, not measured: C5H7NO2 as an isolated structure in a non-equilibrium geometry, with ωB97M-V/def2-TZVPD.

Output
- E_LUMO (eV) = 0.8
- 2S+1 = 1
- strongest force on any atom (eV Å⁻¹) = 3.59
- Kohn-Sham gap (Eh) = 0.390
- HOMO (eV) = -9.81

Geometry (Å):
C -1.747 -0.487 -0.130
C -0.657 1.550 0.210
C 0.341 0.558 -0.360
C 1.147 -1.238 -0.126
C -0.332 -0.673 0.200
H -0.531 2.618 -0.099
H -0.625 1.581 1.285
H 0.350 0.420 -1.508
H 2.506 0.477 -0.272
H 1.455 -2.102 0.642
H 1.288 -1.639 -1.151
H -0.255 -0.810 1.345
N 1.622 0.159 0.165
O -2.580 -1.313 0.019
O -1.981 0.899 -0.222